C5H13N2 | ωB97M-V with the def2-TZVPD basis set

As for the electronic energy: -307.5378 hartree. The value obtained for the HOMO-LUMO gap is 10.58 eV. The calculation puts the energy above the lowest of the compared OMol25 structures with the same formula, charge and spin at 52.6 kcal per mole. As for the molar mass: 101.2 g/mol.

The geometry in ORCA input format:
```
! wB97M-V def2-TZVPD RIJCOSX def2/J DEFGRID3
* xyz 1 1
C -1.3409 -0.3745 -3.0307
C -1.9492 -0.4749 -1.8567
N -1.3251 -0.8473 -0.6210
H -0.2907 -0.6209 -3.1377
H -1.9194 -0.1145 -3.9023
H -2.9969 -0.2170 -1.7677
H -0.5623 -1.5016 -0.7805
H -1.9803 -1.2909 0.0144
C 2.4374 -0.4782 2.4349
C 1.3332 -0.1861 1.4929
C 0.8386 1.0276 1.2888
N -0.0402 1.3235 0.1482
H 2.7897 0.4267 2.9301
H 2.1463 -1.1938 3.2086
H 3.2880 -0.9418 1.9334
H 0.8888 -1.0435 0.9984
H 1.1477 1.8852 1.8702
H -0.6393 0.3585 -0.2235
H -0.7672 1.9653 0.4467
H 0.4679 1.6529 -0.6632
*
```